Below is C6H14O2 as an isolated structure, with properties calculated with ωB97M-V with the def2-TZVPD basis set.

Output
HOMO energy (eV): -8.6
Energy above the lowest of the compared OMol25 structures with the same formula, charge and spin (kJ/mol): 264.1
Max |F| (eV/A): 5.886
Orbital gap (eV): 9.3
E_LUMO (eV): 0.70
Charge: 0

Cartesian coordinates (Å):
C 0.061 -0.391 -0.539
C -0.507 1.299 -1.238
C -0.842 -0.420 0.601
C 0.133 -0.803 2.000
C -0.125 1.452 -2.694
C 0.512 -2.267 2.095
O 1.416 -0.219 -0.483
O 0.356 2.149 -0.442
H 1.546 0.754 -0.294
H -0.110 2.956 -0.164
H -0.160 -1.192 -1.249
H -1.547 1.605 -1.085
H -1.526 -1.266 0.553
H -1.413 0.459 0.885
H -0.539 -0.530 2.818
H 0.992 -0.137 2.083
H -0.793 0.862 -3.328
H 0.906 1.136 -2.884
H -0.193 2.501 -3.027
H 0.934 -2.496 3.080
H -0.362 -2.914 1.968
H 1.262 -2.538 1.346

Partial charges, Löwdin, in e: -0.312 -0.287 -0.130 -0.197 -0.085 -0.135 -0.036 -0.093 0.108 0.109 0.137 0.121 0.100 0.089 0.083 0.088 0.077 0.080 0.077 0.068 0.069 0.071

***

Below is a 2-piece molecular cluster, C6H14O2 overall, with properties calculated with ωB97M-V with the def2-TZVPD basis set.

Output
HOMO energy (eV): -9.8
Energy above the lowest of the compared OMol25 structures with the same formula, charge and spin (kJ/mol): 193.2
Max |F| (eV/A): 2.643
SMILES: C=CCCCCO.O
Orbital gap (eV): 10.7
E_LUMO (eV): 0.89
Charge: 0

Cartesian coordinates (Å):
C 2.561 0.749 -0.174
C 1.444 1.456 -0.008
C 0.244 1.170 -0.947
C -0.259 -0.293 -0.882
C -1.025 -0.633 0.393
C -2.252 0.227 0.696
O -3.295 -0.028 -0.196
H 2.680 0.021 -0.963
H 3.354 0.676 0.560
H 1.265 2.378 0.532
H 0.439 1.334 -2.015
H -0.552 1.867 -0.674
H 0.640 -0.917 -1.006
H -0.911 -0.428 -1.755
H -0.415 -0.548 1.298
H -1.388 -1.668 0.378
H -1.916 1.279 0.742
H -2.526 -0.067 1.729
H -4.122 0.356 0.067
O 1.964 -2.367 1.126
H 1.872 -3.007 0.426
H 2.197 -1.557 0.676

Partial charges, Löwdin, in e: -0.027 -0.136 -0.207 -0.205 -0.196 -0.302 -0.044 0.061 0.058 0.097 0.112 0.086 0.086 0.112 0.111 0.118 0.107 0.120 0.079 -0.042 0.032 -0.019

***

Below is C6H14O2 as an isolated structure, with properties calculated with ωB97M-V with the def2-TZVPD basis set.

Output
HOMO energy (eV): -7.8
Energy above the lowest of the compared OMol25 structures with the same formula, charge and spin (kJ/mol): 662.3
Max |F| (eV/A): 4.782
Orbital gap (eV): 8.7
E_LUMO (eV): 0.90
Charge: 0

Cartesian coordinates (Å):
C 0.660 -0.854 0.621
C 0.315 1.057 -0.577
C -0.377 0.056 0.894
C 0.751 -1.864 -0.470
C -0.840 1.090 -1.560
C 0.669 2.408 0.017
O -0.413 -1.767 2.091
O -1.339 -2.678 1.428
H -1.687 -3.169 2.183
H 1.571 -0.686 1.190
H 1.198 0.657 -1.078
H -1.411 -0.146 0.649
H -0.224 0.733 1.723
H 0.570 -2.842 -0.013
H -0.039 -1.743 -1.211
H 1.737 -1.860 -0.935
H 1.477 2.323 0.746
H -1.129 0.089 -1.883
H -0.576 1.692 -2.436
H -1.727 1.542 -1.113
H 1.007 3.093 -0.767
H -0.193 2.869 0.502

Partial charges, Löwdin, in e: -0.157 -0.318 -0.079 -0.055 -0.101 -0.109 -0.297 -0.155 0.069 0.141 0.114 0.115 0.107 0.090 0.082 0.089 0.078 0.068 0.080 0.082 0.077 0.080

***

Below is C6H14O2 as an isolated structure, with properties calculated with ωB97M-V with the def2-TZVPD basis set.

Output
HOMO energy (eV): -7.5
Energy above the lowest of the compared OMol25 structures with the same formula, charge and spin (kJ/mol): 423.8
Max |F| (eV/A): 1.951
Orbital gap (eV): 8.1
E_LUMO (eV): 0.64
Charge: 0

Cartesian coordinates (Å):
C 0.447 1.445 1.700
O 0.386 0.351 2.616
H 0.881 0.567 3.415
H 1.483 1.676 1.425
H 0.040 2.363 2.138
H 0.584 0.399 0.104
C -1.842 0.407 0.306
C 0.379 -1.740 0.099
C 1.118 -0.412 -1.928
C -1.130 0.051 -0.846
C 0.237 -0.429 -0.683
O -1.525 0.637 -2.004
H -0.893 0.440 -2.706
H -2.792 0.904 0.150
H -1.892 -0.328 1.101
H -0.855 1.116 0.960
H 1.427 -1.901 0.357
H 0.044 -2.585 -0.506
H -0.182 -1.716 1.029
H 0.806 -1.163 -2.660
H 2.146 -0.647 -1.651
H 1.135 0.566 -2.415

Partial charges, Löwdin, in e: -0.236 -0.161 0.070 0.058 0.052 0.123 -0.023 -0.049 -0.061 -0.336 -0.380 0.077 0.091 0.088 0.086 0.111 0.084 0.084 0.067 0.088 0.084 0.082

***

Question: Which formula does entry 3 have?
Answer: C6H14O2

***

Question: Which of these has the highest HOMO energy?
Answer: number 4

***

Copy entry 2 word for word.
Below is a 2-piece molecular cluster, C6H14O2 overall, with properties calculated with ωB97M-V with the def2-TZVPD basis set.

Output
HOMO energy (eV): -9.8
Energy above the lowest of the compared OMol25 structures with the same formula, charge and spin (kJ/mol): 193.2
Max |F| (eV/A): 2.643
SMILES: C=CCCCCO.O
Orbital gap (eV): 10.7
E_LUMO (eV): 0.89
Charge: 0

Cartesian coordinates (Å):
C 2.561 0.749 -0.174
C 1.444 1.456 -0.008
C 0.244 1.170 -0.947
C -0.259 -0.293 -0.882
C -1.025 -0.633 0.393
C -2.252 0.227 0.696
O -3.295 -0.028 -0.196
H 2.680 0.021 -0.963
H 3.354 0.676 0.560
H 1.265 2.378 0.532
H 0.439 1.334 -2.015
H -0.552 1.867 -0.674
H 0.640 -0.917 -1.006
H -0.911 -0.428 -1.755
H -0.415 -0.548 1.298
H -1.388 -1.668 0.378
H -1.916 1.279 0.742
H -2.526 -0.067 1.729
H -4.122 0.356 0.067
O 1.964 -2.367 1.126
H 1.872 -3.007 0.426
H 2.197 -1.557 0.676

Partial charges, Löwdin, in e: -0.027 -0.136 -0.207 -0.205 -0.196 -0.302 -0.044 0.061 0.058 0.097 0.112 0.086 0.086 0.112 0.111 0.118 0.107 0.120 0.079 -0.042 0.032 -0.019